1.
This record from OMol25 describes C10H13LaN2O5S as an isolated structure. The level of theory is wB97M-V/def2-TZVPD.

```
! wB97M-V def2-TZVPD RIJCOSX def2/J DEFGRID3
* xyz 2 1
C -2.578 3.803 -1.656
H -1.427 4.308 0.058
H -4.857 4.065 -0.533
La 0.162 0.929 1.229
C 1.984 1.213 -0.981
C -2.742 5.186 -2.258
H -1.767 5.669 -2.376
H -6.640 1.664 0.197
H 2.085 -0.244 1.817
H -3.474 3.189 -1.795
C 1.147 -1.189 -0.067
N -2.326 3.905 -0.194
H -7.115 3.088 -0.738
H -4.219 1.657 1.077
H -3.205 5.112 -3.237
C 1.668 -1.319 1.421
H -5.941 1.946 -1.415
H -5.518 3.700 1.073
N -3.989 2.393 0.406
H -3.371 5.829 -1.623
O 1.498 -1.748 -1.050
H -1.743 3.273 -2.124
O 1.578 -2.383 1.974
O -1.250 0.304 -2.108
S -1.915 2.600 2.111
O 2.650 1.140 -1.914
C -0.724 0.583 -1.113
C -6.279 2.429 -0.494
C -1.254 -1.094 0.733
C -5.171 3.250 0.130
O -1.867 -1.997 0.344
C -2.790 2.978 0.678
*
```

Summary:
* energy relative to the best compared isomer or geometry (same formula, charge and spin): 1.016 eV
* DFT total energy: -35473.6169 eV
* F_max: 0.1061 Eh/bohr
* frontier orbital gap (spin up / spin down): 5.608 / 5.444 eV
* lowest unoccupied orbital energy (spin up / spin down): -9.49 / -9.42 eV

Atom charges from the Mulliken analysis, given in e for atoms 1 to 6: C -0.3599; H 0.3584; H 0.2450; La 1.4324; C 0.1312; C -1.2787

2.
This record from OMol25 describes a 3-piece molecular cluster, C6H12Br6 overall. The level of theory is wB97M-V/def2-TZVPD.

```
! wB97M-V def2-TZVPD RIJCOSX def2/J DEFGRID3
* xyz 1 2
H 13.854 2.935 -12.740
Br 19.055 -4.827 -14.731
H 16.728 -6.765 -14.297
Br 11.273 1.498 -13.945
H 16.235 -5.385 -13.284
H 11.440 4.041 -13.530
Br 14.461 -5.822 -15.132
Br 13.155 4.783 -11.017
H 16.762 0.178 -12.585
C 12.951 3.073 -12.144
C 15.791 0.377 -12.133
Br 16.096 1.555 -10.602
H 15.106 0.842 -12.842
H 14.184 -0.834 -11.247
H 16.689 -3.782 -14.956
C 15.198 -0.924 -11.637
H 13.014 2.267 -11.413
H 15.766 -1.483 -10.894
C 11.570 3.161 -12.901
C 16.334 -5.749 -14.307
C 17.153 -4.751 -15.140
Br 15.035 -2.075 -13.205
H 10.808 3.251 -12.127
H 17.089 -5.045 -16.188
*
```

Summary:
* energy relative to the best compared isomer or geometry (same formula, charge and spin): 0.457 eV
* DFT total energy: -426661.1518 eV
* ⟨S²⟩: 0.754
* F_max: 0.0337 Eh/bohr
* frontier orbital gap (spin up / spin down): 7.997 / 1.958 eV
* lowest unoccupied orbital energy (spin up / spin down): -4.26 / -10.29 eV

Atom charges from the Mulliken analysis, given in e for atoms 1 to 6: H 0.3358; Br -0.0299; H 0.4743; Br -0.1907; H 0.4007; H 0.4054

3.
This record from OMol25 describes a 2-piece molecular cluster, C12H17N2O overall. The level of theory is wB97M-V/def2-TZVPD.

```
! wB97M-V def2-TZVPD RIJCOSX def2/J DEFGRID3
* xyz 1 1
C -0.150 -1.424 -2.382
H -0.713 1.758 1.202
C 2.480 1.718 2.430
C -1.245 1.613 -1.915
N -1.328 -0.897 -2.136
H 4.232 0.427 1.902
C 2.232 -0.276 0.919
C 3.049 0.614 1.850
O -0.951 -2.557 0.081
H 0.183 -3.243 1.464
H -0.179 1.875 -2.040
H 0.632 2.682 2.809
N 0.690 -0.912 -1.507
H -3.427 0.250 -1.193
H 1.716 -1.159 -1.483
C -2.629 0.128 -0.396
C 0.084 -0.110 -0.548
C 0.820 0.344 0.505
H 0.109 -2.030 -3.189
H 2.031 -1.298 1.430
H -2.835 0.851 0.379
H -2.879 -0.911 -0.132
H -1.636 -2.923 2.071
C 1.114 2.031 2.215
H -1.969 -1.004 -2.845
H -1.629 2.393 -1.187
C -0.858 -2.917 1.235
C 0.348 1.361 1.331
H 2.836 -0.439 -0.023
H -1.947 1.629 -2.734
H 3.093 2.239 3.087
C -1.274 0.187 -1.202
*
```

Summary:
* energy relative to the best compared isomer or geometry (same formula, charge and spin): 4.425 eV
* DFT total energy: -17737.9785 eV
* F_max: 0.0769 Eh/bohr
* frontier orbital gap (spin up / spin down): 7.047 / 7.048 eV
* lowest unoccupied orbital energy (spin up / spin down): -3.73 / -3.73 eV

Atom charges from the Mulliken analysis, given in e for atoms 1 to 6: C -0.4529; H 0.0998; C -0.5153; C -1.3327; N -0.0271; H 0.2556

4.
This record from OMol25 describes C46H123CaF3N9O17 as an isolated structure. The level of theory is wB97M-V/def2-TZVPD.

```
! wB97M-V def2-TZVPD RIJCOSX def2/J DEFGRID3
* xyz 1 1
H -1.762 -1.748 0.572
H -4.944 -0.879 -2.160
H 4.228 3.534 -3.736
H -2.586 -4.924 7.261
H -8.256 2.741 -1.186
H 3.217 -6.927 0.776
N -6.620 4.761 -1.730
O -2.245 4.057 3.945
H -3.632 -1.258 1.759
C -4.260 1.397 -3.240
H -1.998 2.900 -4.097
C -2.001 -4.193 6.663
H 1.457 4.015 1.024
C -4.940 -2.290 0.377
H -1.326 -3.619 -2.595
C -1.382 -2.897 -4.619
C 4.443 -4.836 2.913
H -3.090 4.578 1.060
H 3.653 -7.344 -2.202
H -1.054 -3.815 -5.107
H 6.652 -2.379 2.144
H -4.865 -2.632 -0.672
H 6.048 2.315 -2.380
Ca -1.893 -0.773 -2.204
C -0.138 -1.994 -4.639
C 1.699 5.053 1.096
O -6.153 -1.646 0.562
H 4.573 5.500 0.846
H -5.415 5.112 0.929
H 6.941 0.993 3.667
F -0.345 1.785 -0.751
C 5.049 4.722 -1.435
C 0.285 5.705 -0.678
C 5.567 5.783 0.501
H -4.039 -3.196 6.156
C 1.361 -5.844 -1.809
F 0.828 1.912 1.017
H -5.889 -2.304 2.564
H 1.401 -6.613 -1.074
H 3.648 2.947 1.820
H -0.550 -2.437 2.914
O -2.862 1.312 -3.003
H -2.029 -2.360 -6.630
H -1.834 2.081 3.755
C -3.001 2.342 5.572
H 0.690 -2.259 -3.947
H -0.076 0.578 2.635
O -2.098 -2.896 7.259
H -4.905 0.216 -0.576
H -2.873 4.454 4.564
H 5.306 3.063 1.366
H -0.604 -5.013 0.381
H -4.409 0.734 0.982
C -0.680 -1.353 3.197
C -6.724 -2.066 1.838
H -3.483 2.855 1.292
H -2.979 2.839 6.558
H -0.022 1.232 -4.517
H 6.902 2.360 2.774
C 5.039 0.444 1.870
H 5.184 -5.530 3.294
C 0.781 1.251 -0.143
H -7.448 2.229 0.378
H -1.140 5.470 -3.036
O 6.011 4.830 -0.405
H 2.119 -3.562 2.602
F 1.852 1.627 -0.863
H -4.613 -1.842 -3.389
H 5.609 4.987 -2.357
N 1.341 6.276 -2.811
H -0.784 -6.082 -0.791
N 4.666 -3.353 4.865
H 4.359 1.234 3.703
H 6.195 5.916 1.354
N 6.329 1.783 3.469
H -4.973 2.457 5.570
H 2.133 -2.494 4.008
N -0.528 -5.116 -0.623
O 1.577 5.749 -0.100
H 5.535 6.779 -0.003
C 0.635 -0.362 -0.119
H -0.399 6.176 0.093
H -3.388 -2.771 -5.459
C -2.113 2.525 -3.105
H 1.310 -5.063 0.953
H 5.510 1.992 -0.673
H 2.881 2.871 -3.004
C 0.220 -0.453 2.294
H -5.627 3.431 1.292
H 2.485 -2.596 -2.007
O -4.232 2.733 4.998
H 3.656 -1.597 -1.192
C 4.648 2.847 2.179
C -2.567 -4.073 5.279
H -1.699 -1.052 3.034
H -7.583 4.758 0.027
H 2.964 -4.654 4.584
H 2.659 5.206 1.508
C -6.829 4.123 -0.438
C 4.307 3.412 -1.666
H -5.682 4.709 -2.098
H -1.079 2.259 -2.916
H 4.922 -4.035 2.321
H 5.724 0.783 1.081
H 0.242 -1.932 -5.664
H -2.743 -2.923 -0.053
H 4.324 -5.671 0.375
H 0.475 7.541 -1.525
C -5.558 4.165 0.456
O 0.177 -0.717 -1.274
H -0.499 -1.262 4.237
C 4.005 -6.335 1.174
H 5.324 -2.852 4.314
C 3.991 -1.697 -3.257
H 3.874 -3.330 -4.440
H 2.034 6.949 -2.632
N -2.606 -1.889 0.004
H -2.403 3.265 0.018
H -4.457 2.197 -3.981
C -3.310 3.651 0.524
H 1.093 -3.326 0.494
C 0.437 0.314 -4.355
H -6.881 0.264 -3.279
H -2.568 -5.002 4.733
O 3.507 -2.448 -4.440
H 2.624 -4.246 -0.037
H -3.277 0.636 -0.402
C -4.095 0.123 0.127
H -6.605 2.137 -1.222
H 1.689 5.344 -2.803
H -0.961 -4.536 6.654
H 1.640 -0.714 0.277
H -6.913 5.735 -1.765
C 5.208 2.200 -1.661
O -4.407 3.784 -0.336
H -2.879 1.218 5.703
H 0.963 0.333 -3.413
H 4.624 1.382 -2.138
H 4.509 -6.084 -2.882
H 4.769 -7.061 1.486
O 5.405 -0.767 2.425
C -3.800 -1.301 0.634
C -1.933 2.824 4.582
H 1.130 0.082 -5.176
H -1.530 -2.861 8.002
H 4.257 5.465 -1.325
C 0.745 -4.715 -1.039
H 4.769 3.681 2.930
H -4.811 -3.135 1.068
O -0.332 -0.661 0.959
H -4.746 1.645 -2.253
H 0.622 -3.805 -1.627
C 0.259 6.539 -1.887
H -1.934 6.539 -1.944
H 5.141 -1.773 -3.155
H -6.681 -0.481 -4.836
C -6.276 0.270 -4.165
O 4.396 -3.432 -1.770
C -1.084 6.479 -2.631
H 3.627 -0.690 -3.455
O -0.587 -0.691 -4.267
H -1.066 7.294 -3.395
O -3.872 -3.666 5.350
N -1.889 -3.102 -3.283
O 2.654 -5.504 -2.144
H 1.303 -0.643 2.375
N -4.368 -0.967 -2.998
H 5.473 -2.043 0.796
C 1.520 -4.286 0.164
N 3.590 3.624 -2.958
H 5.182 -4.020 5.484
C 3.674 -4.011 3.975
C 6.136 -1.607 1.591
H -7.294 -2.994 1.711
H -2.436 -1.234 -5.322
H 3.320 -2.287 2.781
H -0.935 2.913 5.035
H 0.932 5.508 1.723
C -2.427 -2.280 -5.554
H -4.344 -0.068 -4.825
H -2.499 3.290 -2.470
H -6.498 1.200 -4.730
H 3.166 -6.748 -3.810
C 3.474 -6.452 -2.769
H -7.401 -1.383 2.375
H -2.064 -3.307 4.657
H 3.739 -4.181 -1.799
H -2.756 -3.648 -3.278
H 0.805 -6.219 -2.709
C -4.830 0.139 -3.878
H 6.937 -1.062 1.029
H -0.148 4.737 -0.867
C 5.015 1.497 2.883
C 3.566 -2.320 -1.968
H 4.006 0.344 1.443
C 2.753 -3.006 3.279
H 3.517 3.337 -0.905
C -7.347 2.704 -0.612
O 3.475 -5.574 2.226
*
```

Summary:
* DFT total energy: -124497.3037 eV
* F_max: 0.0658 Eh/bohr
* frontier orbital gap: 8.203 eV
* lowest unoccupied orbital energy: -1.94 eV

Atom charges from the Mulliken analysis, given in e for atoms 1 to 6: H -0.5248; H -0.0430; H 0.3044; H 0.3215; H 0.4741; H 0.1677